(1)
{"formula": "C39H90N4O16P", "method": "ωB97M-V with the def2-TZVPD basis set", "elements": ["C", "C", "C", "O", "C", "N", "C", "N", "C", "N", "N", "P", "C", "C", "C", "H", "H", "H", "H", "H", "H", "H", "H", "H", "H", "H", "H", "H", "H", "H", "H", "H", "H", "H", "H", "C", "O", "C", "C", "O", "C", "C", "O", "C", "H", "H", "H", "H", "H", "H", "H", "H", "H", "H", "H", "H", "H", "H", "C", "O", "C", "C", "O", "C", "C", "O", "C", "H", "H", "H", "H", "H", "H", "H", "H", "H", "H", "H", "H", "H", "H", "C", "O", "C", "C", "O", "C", "C", "O", "C", "H", "H", "H", "H", "H", "H", "H", "H", "H", "H", "H", "H", "H", "H", "C", "O", "C", "C", "O", "C", "C", "O", "C", "H", "H", "H", "H", "H", "H", "H", "H", "H", "H", "H", "H", "H", "H", "C", "O", "C", "C", "O", "C", "C", "O", "C", "H", "H", "H", "H", "H", "H", "H", "H", "H", "H", "H", "H", "H", "H"], "positions_angstrom": [[-4.25, -2.49, 0.55], [-4.89, -1.66, 1.67], [-3.97, -0.60, 2.29], [-3.36, -1.00, 3.51], [-2.30, -1.87, 3.28], [-1.68, -2.07, 4.58], [-0.45, -2.49, 4.84], [0.01, -2.60, 6.11], [1.25, -2.99, 5.98], [1.60, -3.14, 4.71], [0.50, -2.83, 3.94], [0.52, -2.88, 2.13], [-0.64, -4.24, 1.73], [2.10, -3.77, 1.93], [2.22, -5.17, 2.58], [-3.48, -1.92, 0.03], [-4.99, -2.80, -0.19], [-3.81, -3.41, 0.94], [-5.77, -1.16, 1.29], [-5.19, -2.33, 2.48], [-3.18, -0.32, 1.58], [-4.54, 0.29, 2.51], [-2.66, -2.83, 2.89], [-1.58, -1.42, 2.59], [-2.25, -1.85, 5.38], [1.94, -3.16, 6.78], [2.49, -3.42, 4.35], [-0.14, -4.86, 0.99], [-0.94, -4.87, 2.57], [-1.52, -3.80, 1.25], [2.20, -3.85, 0.84], [2.89, -3.11, 2.26], [2.16, -5.96, 1.84], [1.42, -5.35, 3.30], [3.16, -5.26, 3.13], [5.25, -0.26, -2.92], [3.84, -0.18, -2.92], [3.29, 0.10, -4.19], [1.92, -0.50, -4.34], [1.90, -1.92, -4.49], [2.16, -2.70, -3.35], [1.01, -2.77, -2.37], [0.89, -1.57, -1.63], [-0.43, -1.31, -1.21], [5.71, 0.71, -3.12], [5.56, -0.60, -1.94], [5.60, -0.99, -3.67], [3.95, -0.29, -4.98], [3.21, 1.19, -4.32], [1.48, -0.11, -5.26], [1.27, -0.19, -3.51], [3.08, -2.39, -2.84], [2.32, -3.72, -3.73], [1.20, -3.61, -1.67], [0.09, -2.98, -2.92], [-1.13, -1.36, -2.05], [-0.46, -0.31, -0.79], [-0.75, -2.04, -0.45], [-2.78, 1.68, -0.79], [-2.96, 1.46, -2.17], [-3.91, 0.45, -2.47], [-4.63, 0.76, -3.76], [-5.61, 1.78, -3.64], [-5.16, 3.12, -3.49], [-4.57, 3.74, -4.73], [-3.27, 3.25, -4.99], [-2.93, 3.26, -6.36], [-2.30, 0.82, -0.31], [-2.14, 2.55, -0.68], [-3.74, 1.88, -0.30], [-4.65, 0.35, -1.66], [-3.39, -0.51, -2.58], [-5.20, -0.13, -4.05], [-3.91, 0.98, -4.55], [-4.47, 3.21, -2.65], [-6.06, 3.69, -3.24], [-4.52, 4.83, -4.59], [-5.23, 3.54, -5.58], [-3.67, 2.70, -6.95], [-1.96, 2.77, -6.46], [-2.85, 4.28, -6.75], [-5.14, 4.60, 1.52], [-4.82, 5.90, 1.10], [-4.28, 5.96, -0.21], [-4.69, 7.23, -0.91], [-6.03, 7.23, -1.36], [-7.05, 7.45, -0.41], [-7.18, 8.88, 0.05], [-6.15, 9.23, 0.96], [-5.81, 10.59, 0.92], [-4.24, 3.98, 1.68], [-5.68, 4.67, 2.46], [-5.78, 4.10, 0.79], [-4.61, 5.10, -0.80], [-3.18, 5.94, -0.14], [-4.09, 7.29, -1.83], [-4.46, 8.10, -0.30], [-6.95, 6.78, 0.45], [-7.98, 7.20, -0.93], [-8.15, 9.00, 0.55], [-7.16, 9.54, -0.82], [-5.55, 10.91, -0.09], [-4.95, 10.73, 1.57], [-6.63, 11.22, 1.29], [7.48, -6.66, 5.01], [7.12, -7.02, 3.69], [8.15, -7.73, 3.01], [7.59, -8.70, 2.00], [7.01, -9.86, 2.57], [5.72, -9.75, 3.14], [4.60, -9.69, 2.14], [4.53, -8.42, 1.51], [4.00, -8.48, 0.21], [8.29, -5.93, 5.02], [6.60, -6.23, 5.47], [7.78, -7.54, 5.59], [8.76, -8.28, 3.73], [8.79, -7.01, 2.49], [8.43, -9.07, 1.41], [6.90, -8.20, 1.32], [5.67, -8.91, 3.84], [5.59, -10.67, 3.72], [3.65, -9.89, 2.66], [4.74, -10.48, 1.39], [4.54, -9.20, -0.42], [4.11, -7.49, -0.23], [2.93, -8.74, 0.22], [4.46, 4.27, 2.27], [3.74, 4.82, 1.19], [4.57, 5.24, 0.12], [3.85, 5.12, -1.21], [3.72, 3.80, -1.69], [2.73, 2.97, -1.11], [1.32, 3.30, -1.52], [0.86, 4.46, -0.85], [-0.06, 5.22, -1.60], [5.08, 5.03, 2.76], [3.74, 3.89, 2.98], [5.11, 3.45, 1.94], [5.48, 4.64, 0.08], [4.85, 6.29, 0.27], [4.48, 5.63, -1.95], [2.89, 5.64, -1.17], [2.82, 2.94, -0.02], [2.96, 1.97, -1.49], [0.67, 2.45, -1.27], [1.29, 3.44, -2.61], [0.36, 5.49, -2.58], [-0.25, 6.14, -1.04], [-1.01, 4.69, -1.75]], "mulliken_charge": [-0.80, -0.71, 0.01, -0.53, -0.35, -0.07, 0.47, -0.63, -0.02, -0.16, 0.31, 0.14, -0.93, -0.83, -1.21, -0.01, 0.42, 0.34, 0.46, 0.33, -0.02, 0.33, 0.31, 0.29, 0.27, 0.44, 0.17, 0.56, 0.46, -0.11, 0.37, 0.61, 0.30, 0.34, 0.40, -0.91, -0.14, -0.63, -0.15, -0.48, -0.50, -0.44, -0.09, -0.39, 0.30, 0.25, 0.38, 0.50, 0.36, 0.39, -0.02, 0.17, 0.43, 0.25, 0.33, 0.44, 0.08, -0.09, -0.10, 0.11, -0.37, -0.67, -0.50, 0.19, -0.72, -0.08, -0.88, -0.45, 0.10, 0.38, 0.31, 0.22, 0.44, 0.20, -0.27, 0.39, 0.40, 0.38, 0.36, 0.21, 0.32, -0.74, -0.40, 0.08, -0.55, -0.44, -0.36, -0.58, -0.29, -0.77, 0.29, 0.34, 0.31, -0.04, 0.35, 0.44, 0.18, 0.15, 0.39, 0.41, 0.35, 0.33, 0.23, 0.33, -0.78, -0.22, -0.58, -0.30, -0.44, -0.35, -0.60, -0.20, -0.84, 0.33, 0.21, 0.34, 0.37, 0.37, 0.37, 0.12, 0.15, 0.39, 0.37, 0.37, 0.41, 0.21, 0.31, -0.77, -0.26, -0.59, -0.34, -0.41, -0.35, -0.12, -0.33, -0.56, 0.33, 0.23, 0.33, 0.35, 0.41, 0.41, 0.09, 0.22, 0.24, 0.00, 0.41, 0.39, 0.25, 0.06], "energy_ha": -3303.639668, "homo_ev": -10.39, "charge": 1, "e_lumo_ev": -2.39, "homo_lumo_gap_ev": 7.994}

(2)
{"formula": "C21H21ClO16S4", "method": "ωB97M-V with the def2-TZVPD basis set", "elements": ["O", "C", "C", "C", "C", "C", "C", "S", "O", "O", "C", "C", "C", "O", "C", "C", "Cl", "C", "C", "C", "C", "H", "H", "H", "H", "H", "H", "H", "H", "H", "O", "S", "O", "O", "C", "C", "O", "H", "H", "H", "H", "O", "S", "O", "O", "C", "C", "O", "H", "H", "H", "H", "O", "S", "O", "O", "C", "C", "O", "H", "H", "H", "H"], "positions_angstrom": [[2.00, -0.71, 4.30], [1.77, -0.82, 3.11], [0.37, -0.66, 2.53], [-0.75, -1.19, 3.18], [-1.98, -1.02, 2.56], [-2.11, -0.35, 1.34], [-3.49, -0.23, 0.70], [-3.80, -1.77, -0.25], [-2.52, -2.30, -0.66], [-4.62, -2.68, 0.50], [-1.00, 0.19, 0.68], [0.23, 0.01, 1.30], [1.53, 0.50, 0.68], [1.63, 1.57, 0.13], [2.70, -0.48, 0.84], [3.62, -0.77, -0.17], [3.48, 0.02, -1.73], [4.63, -1.70, 0.08], [4.77, -2.32, 1.32], [3.85, -2.05, 2.35], [2.84, -1.14, 2.07], [-0.58, -1.73, 4.12], [-2.88, -1.42, 3.03], [-3.54, 0.64, 0.02], [-4.26, -0.17, 1.48], [-4.50, -1.44, -1.39], [-1.09, 0.69, -0.29], [5.33, -1.95, -0.72], [5.56, -3.04, 1.54], [3.88, -2.52, 3.33], [-4.14, -3.26, -3.44], [-2.72, -3.42, -3.42], [-2.02, -3.73, -2.25], [-2.07, -2.10, -4.09], [-1.27, -2.47, -5.21], [-1.91, -3.73, -5.75], [-2.31, -4.46, -4.59], [-0.25, -2.65, -4.87], [-1.26, -1.67, -5.95], [-1.22, -4.33, -6.35], [-2.80, -3.51, -6.34], [-2.86, 2.63, 6.83], [-2.02, 2.68, 5.68], [-2.52, 2.96, 4.39], [-1.16, 1.33, 5.63], [0.24, 1.63, 5.64], [0.34, 2.94, 6.40], [-0.81, 3.69, 5.99], [0.57, 1.75, 4.61], [0.80, 0.83, 6.12], [1.26, 3.48, 6.18], [0.27, 2.78, 7.48], [0.29, 4.59, -6.25], [0.68, 3.35, -5.68], [0.30, 2.11, -6.25], [0.26, 3.36, -4.13], [1.43, 3.15, -3.32], [2.58, 3.71, -4.13], [2.27, 3.36, -5.48], [1.54, 2.08, -3.16], [1.31, 3.65, -2.36], [3.54, 3.30, -3.83], [2.61, 4.80, -4.06]], "mulliken_charge": [-0.60, -0.10, 0.89, -1.14, -0.51, 0.61, -1.29, 1.02, -0.51, -0.68, -0.94, 1.01, -0.31, -0.52, -0.17, 0.55, -0.18, -0.45, -0.53, -0.79, 0.66, 0.47, 0.56, 0.52, 0.43, 0.16, 0.57, 0.42, 0.38, 0.44, -0.56, 1.14, -0.45, -0.24, -0.33, -0.39, -0.32, 0.27, 0.33, 0.31, 0.30, -0.54, 1.09, -0.54, -0.25, -0.11, -0.35, -0.33, 0.08, 0.35, 0.32, 0.30, -0.54, 1.09, -0.52, -0.31, -0.15, -0.31, -0.34, 0.16, 0.28, 0.31, 0.30], "energy_ha": -4069.498615, "homo_ev": -9.90, "smiles": "O=C1c2ccc(C[SH](=O)=O)cc2C(=O)c2c(Cl)cccc21.O=S1(=O)OCCO1.O=S1(=O)OCCO1.O=S1(=O)OCCO1", "e_lumo_ev": -1.03, "homo_lumo_gap_ev": 8.870}

(3)
{"formula": "C9H16N3O", "method": "ωB97M-V with the def2-TZVPD basis set", "elements": ["C", "C", "N", "N", "N", "H", "H", "H", "H", "H", "H", "H", "H", "C", "C", "C", "C", "C", "C", "C", "O", "H", "H", "H", "H", "H", "H", "H", "H"], "positions_angstrom": [[3.96, -0.65, -2.72], [1.52, -0.20, -2.78], [1.16, -1.45, -2.58], [2.78, 0.17, -2.99], [0.57, 0.73, -2.92], [1.81, -2.21, -2.46], [0.24, -1.63, -2.17], [2.95, 1.08, -3.37], [0.86, 1.69, -2.96], [-0.39, 0.61, -2.63], [4.46, -0.88, -3.65], [3.65, -1.54, -2.20], [4.63, -0.10, -2.06], [-2.10, 1.66, 4.23], [-1.46, -0.67, 0.72], [-2.42, -1.07, 1.63], [-0.77, 0.52, 0.86], [-2.69, -0.27, 2.74], [-1.01, 1.29, 1.99], [-1.95, 0.88, 2.94], [-1.02, -1.53, -0.28], [-1.55, -2.33, -0.31], [-2.98, -1.98, 1.46], [-0.11, 0.87, 0.08], [-3.41, -0.58, 3.48], [-0.48, 2.20, 2.19], [-1.51, 2.57, 4.29], [-1.59, 1.08, 5.01], [-3.16, 1.74, 4.45]], "mulliken_charge": [-0.86, 0.88, -0.34, -0.21, -0.44, 0.19, 0.19, 0.22, 0.20, 0.23, 0.30, 0.32, 0.30, -1.43, 1.12, -0.72, -0.30, -0.71, -0.71, 0.60, -0.47, 0.28, 0.29, 0.29, 0.40, 0.32, 0.35, 0.32, 0.36], "de_lowest_ev": 0.148, "energy_ha": -591.850163, "homo_ev": -11.08, "charge": 1, "e_lumo_ev": -2.77, "homo_lumo_gap_ev": 8.307}

Q: Number 1 is which compound?
A: C39H90N4O16P